[1]
Computed, not measured: a molecular structure, C33H40AsBrI2N6O3RuSeSi2, with ωB97M-V/def2-TZVPD.

## Properties
**M**: 1213.56 g/mol
**Total energy**: -280716.1778 eV
**Total charge**: +1
**E_HOMO (spin up / spin down)**: -9.6 / -9.6 eV
**ΔE to the lowest compared entry with this formula, charge and spin**: 0.838 eV
**Kohn-Sham gap (spin up / spin down)**: 5.72 / 5.65 eV
**Multiplicity**: 2

Geometry as XYZ:
```
90
Properties=species:S:1:pos:R:3:forces:R:3:lowdin_spin:R:1
Ru -0.948478 0.046079 -0.975310 0.303 -0.507 0.055 0.1173
O -1.158684 -7.418448 -2.101893 -0.215 -0.046 -0.041 0.0001
N -0.929222 -6.420638 -2.743654 0.593 0.071 0.221 0.0000
O -0.454017 -6.390759 -3.859541 -0.227 -0.046 -0.116 0.0000
C -1.190101 -5.119738 -2.087568 -0.162 0.024 -0.045 0.0002
C -2.161883 -5.106154 -1.156183 -0.014 0.004 -0.028 -0.0007
C -2.528946 -3.885694 -0.505559 -0.002 -0.029 0.041 0.0003
C -3.503048 -3.820950 0.505626 -0.004 0.028 -0.001 0.0003
C -3.760563 -2.610850 1.097361 0.001 0.007 -0.039 0.0004
C -3.070385 -1.473908 0.659943 0.048 -0.029 -0.004 0.0017
N -2.165706 -1.502005 -0.308372 -0.187 -0.057 0.139 -0.0003
C -1.879897 -2.706886 -0.873355 -0.022 0.038 -0.006 0.0001
C -0.821095 -2.743268 -1.843987 0.020 0.026 -0.020 0.0021
N -0.188969 -1.565572 -2.076230 0.014 -0.103 -0.058 0.0016
C 0.862103 -1.546727 -2.875099 -0.056 -0.027 -0.009 0.0034
C 1.326379 -2.705502 -3.506037 0.002 0.031 0.005 -0.0005
C 0.680337 -3.898067 -3.311575 0.027 -0.015 -0.026 0.0035
C -0.439463 -3.944050 -2.455037 0.031 -0.012 -0.023 0.0002
H -2.667337 -6.028447 -0.904515 -0.006 -0.001 0.005 0.0000
H -4.025244 -4.719074 0.809417 0.000 0.003 0.010 0.0000
H -4.492498 -2.513377 1.886641 0.003 -0.005 0.004 0.0001
H -3.245211 -0.504033 1.105703 0.027 -0.050 -0.014 0.0032
H 1.350655 -0.588794 -3.000520 0.009 0.009 0.003 0.0001
H 2.196348 -2.647860 -4.144344 -0.003 0.009 0.000 -0.0001
H 1.026294 -4.793476 -3.802332 0.000 0.027 0.006 0.0002
Se 2.772042 2.949029 -2.480486 0.100 0.030 -0.141 0.0004
C 1.390372 1.958350 -1.971379 -0.029 -0.185 0.011 -0.0002
N 0.498136 1.284105 -1.644048 0.039 0.283 -0.021 0.0022
C -5.223268 0.953937 0.134126 -0.030 0.001 -0.003 0.0007
Si -4.188415 2.500380 0.440010 0.002 -0.037 -0.015 0.0725
C -4.794538 3.819916 -0.759603 0.008 0.004 0.056 0.0164
C -4.480981 3.014505 2.214230 0.012 0.008 -0.023 0.0154
As -1.866581 2.051846 0.141183 -0.122 0.001 0.111 0.5946
Si -0.938689 4.259756 -0.063208 -0.030 0.038 0.017 0.0544
C -1.931289 5.405836 1.034342 0.038 -0.022 -0.022 0.0007
C 0.823080 4.363899 0.498516 0.014 -0.053 -0.022 -0.0001
C -1.108575 4.732991 -1.861004 0.076 0.015 0.002 0.0247
H -6.257771 1.271864 -0.022288 0.004 0.011 0.004 -0.0001
H -5.225840 0.285499 0.996331 -0.027 0.005 -0.017 0.0002
H -4.932220 0.374360 -0.745536 -0.008 -0.005 0.004 0.0004
H -5.376357 4.566983 -0.214294 0.010 0.008 -0.002 0.0017
H -5.456255 3.381285 -1.509265 0.006 -0.008 0.006 0.0005
H -3.991917 4.334848 -1.284233 0.008 0.022 0.014 0.0010
H -5.552836 2.984710 2.428187 -0.003 0.014 -0.009 0.0015
H -4.131581 4.028973 2.401188 0.037 0.018 0.026 0.0001
H -3.978195 2.350040 2.919025 -0.004 -0.010 -0.001 0.0020
H -1.808124 5.147856 2.087541 -0.032 -0.028 0.013 0.0003
H -2.992275 5.444983 0.798477 -0.100 -0.009 -0.014 0.0000
H -1.531500 6.415634 0.900844 0.004 -0.010 -0.011 -0.0002
H 0.920490 4.162988 1.564272 0.005 -0.003 0.037 -0.0003
H 1.150652 5.392963 0.318256 -0.002 -0.006 0.004 -0.0002
H 1.493243 3.713592 -0.060365 0.003 0.045 0.035 0.0000
H -2.119636 5.059016 -2.105345 0.001 -0.018 -0.038 -0.0001
H -0.827362 3.920907 -2.532602 0.015 -0.013 0.002 0.0010
H -0.427153 5.566034 -2.057501 -0.025 0.007 0.005 0.0032
N -2.301241 0.378103 -2.559431 -0.169 0.161 -0.134 0.0108
C -2.159168 1.488196 -3.496004 0.010 -0.089 0.024 0.0092
C -1.020266 1.588839 -4.277704 0.007 0.024 0.010 -0.0002
C -0.909260 2.633706 -5.181140 -0.001 -0.031 -0.007 0.0010
C -1.937296 3.558698 -5.312179 0.006 0.019 -0.018 0.0001
C -3.080023 3.436441 -4.538996 -0.003 0.047 0.047 0.0010
C -3.190425 2.399359 -3.622891 -0.026 0.015 -0.056 0.0057
H -3.223272 0.453231 -2.136392 0.004 0.025 -0.016 0.0042
H -2.334885 -0.476194 -3.113594 0.100 -0.058 0.045 0.0000
H -0.218358 0.871911 -4.167034 -0.001 0.015 0.001 0.0000
H -0.013729 2.725214 -5.780458 0.005 0.008 0.006 0.0001
H -1.845541 4.372559 -6.018373 0.001 -0.002 -0.002 0.0000
H -3.887709 4.149505 -4.641450 0.003 -0.006 -0.002 0.0000
H -4.086453 2.291685 -3.023943 -0.023 0.007 0.025 0.0010
N 0.274992 -1.931401 2.318524 -0.006 -0.091 -0.048 0.0002
C 1.050619 -1.373855 1.379618 -0.276 -0.284 0.105 0.0002
O 0.593151 -0.816256 0.385579 0.216 0.542 -0.103 0.0027
C 2.544149 -1.566550 1.472057 0.053 -0.047 -0.023 0.0001
I 3.386981 -1.649848 3.422780 -0.048 0.048 -0.007 0.0001
H -0.714826 -1.751391 2.287562 0.006 0.014 0.004 -0.0002
H 0.679661 -2.259223 3.181415 0.002 0.022 0.011 0.0000
H 3.032112 -0.764246 0.932548 0.003 0.080 -0.021 0.0000
H 2.791048 -2.516126 0.999294 -0.003 0.018 -0.024 0.0000
Br 2.665036 2.933730 5.573081 0.006 -0.003 0.006 0.0006
C 3.291519 2.743607 3.803421 0.028 -0.053 0.043 0.0011
C 4.576839 3.185136 3.512595 -0.002 -0.007 0.023 0.0001
C 5.081727 3.062908 2.229376 0.001 -0.002 -0.003 0.0006
C 4.303627 2.507899 1.223467 0.015 0.012 0.008 -0.0001
C 3.023796 2.065785 1.511717 -0.048 0.036 -0.058 0.0006
C 2.517157 2.175462 2.802013 0.012 -0.058 -0.074 0.0034
I 0.580045 1.475468 3.137107 -0.026 0.281 0.166 0.0314
H 5.173125 3.624788 4.299913 -0.002 0.001 0.000 0.0000
H 6.081563 3.415628 2.015135 0.001 -0.001 0.000 0.0000
H 4.669579 2.441609 0.207652 -0.010 -0.011 -0.007 0.0000
H 2.394864 1.683661 0.716258 0.016 -0.088 0.012 0.0001
```
Forces are in eV/Å.


[2]
Computed, not measured: a molecular structure, C33H40ClGeI2N2NaO6S at a distorted geometry, with ωB97M-V/def2-TZVPD.

## Properties
**M**: 977.62 g/mol
**Total energy**: -150618.8412 eV
**Total charge**: 0
**E_HOMO**: -7.9 eV
**Kohn-Sham gap**: 7.92 eV
**Multiplicity**: 1

Geometry as XYZ:
```
87
Properties=species:S:1:pos:R:3:forces:R:3:mulliken_charge:R:1
Na 5.551732 -19.997957 -12.598350 -0.303 0.116 -0.340 0.8745
I 3.574357 -22.557969 -19.890224 0.122 0.837 0.340 0.0381
C 3.868853 -20.941778 -18.521795 -0.301 -0.194 0.034 -0.6105
C 2.800653 -20.460830 -17.790577 -0.139 -0.588 0.644 -0.1906
C 3.025849 -19.673474 -16.658663 0.327 0.463 -1.438 -0.3590
I 1.363143 -19.009422 -15.613310 0.125 0.297 0.021 0.0749
C 4.320006 -19.147820 -16.451141 -1.132 0.338 -0.076 0.1525
O 4.410377 -18.069279 -15.657674 0.512 -0.638 0.890 0.2892
C 5.416734 -19.697777 -17.118551 0.049 0.155 0.797 0.6287
C 6.818688 -19.359787 -16.619147 0.376 0.410 -1.283 -1.3476
N 7.081231 -19.622681 -15.193849 -0.538 -0.743 -0.202 0.2352
C 8.262258 -18.929667 -14.779812 0.233 1.895 -1.317 -0.5193
C 8.574986 -18.937433 -13.342114 -0.210 -1.169 1.164 0.4585
C 9.649863 -18.178445 -12.901657 -0.273 0.028 0.465 -0.8533
C 10.136866 -18.434535 -11.638656 0.888 0.990 0.376 -0.1448
C 9.511332 -19.387637 -10.842476 1.007 -0.196 1.100 -0.8291
C 8.344898 -19.956685 -11.271229 -0.153 0.160 -0.873 -0.1983
N 7.910865 -19.789279 -12.529452 0.107 0.710 -0.380 -0.3413
C 5.139037 -20.544190 -18.171614 1.122 -0.996 -0.682 -0.3093
H 1.805155 -20.765548 -18.063240 -0.242 -0.052 0.175 0.4529
H 6.986452 -18.277719 -16.808947 -0.035 -0.507 0.333 0.3010
H 7.584672 -19.860948 -17.266249 -0.584 0.166 0.318 0.4050
H 7.263091 -20.626574 -15.070499 -0.427 0.410 -0.072 0.3138
H 8.170405 -17.843477 -15.116509 0.067 -1.162 0.419 0.2155
H 9.178165 -19.287294 -15.286348 -0.116 -0.010 -0.077 0.2941
H 10.052865 -17.397020 -13.529344 0.177 -0.072 -0.077 0.4567
H 10.986963 -17.805355 -11.263588 -0.782 -0.987 -0.286 0.3461
H 9.960444 -19.740634 -9.902049 -0.385 0.603 -0.308 0.3843
H 7.716357 -20.542017 -10.614931 0.112 -0.278 0.019 0.4618
H 5.941511 -20.963694 -18.768447 0.278 0.020 0.273 0.4067
O 1.727252 -21.384961 -13.361550 1.451 -0.156 0.516 -0.6393
Cl 3.046003 -21.732394 -12.831663 -3.523 1.707 0.876 1.8434
O 2.933710 -22.927825 -12.087893 0.456 -0.873 0.666 -0.7077
O 3.980480 -21.841783 -13.879132 1.875 -0.154 -1.600 -0.7365
O 3.513255 -20.628577 -11.944838 -0.350 -0.886 -0.866 -0.8343
C 5.921186 -12.825005 -13.624368 0.183 -0.261 0.303 -1.4009
C 6.541962 -14.191099 -13.949869 -0.401 -0.023 -0.434 -0.0736
C 5.697603 -15.328298 -13.326914 0.858 -0.511 0.084 -0.2854
C 4.429413 -15.653679 -14.097208 0.554 -1.241 -0.996 -0.7287
Ge 4.913942 -16.368879 -15.884873 -0.438 1.133 -0.051 0.0572
C 3.882925 -15.625688 -17.384768 -0.137 0.445 -0.405 -1.1154
C 3.867776 -14.061063 -17.566126 -1.519 0.440 -0.006 -0.6526
C 5.029197 -13.243098 -18.111843 1.615 -1.532 -1.500 0.0381
C 4.691978 -11.817820 -18.547991 -0.420 -0.686 -0.390 -1.4197
H 6.713651 -12.079901 -13.596954 -0.251 0.354 -0.407 0.4016
H 5.471493 -12.807809 -12.630606 0.087 -0.180 0.138 0.3593
H 5.106764 -12.580097 -14.302645 0.182 0.287 -0.246 0.2639
H 7.545273 -14.238988 -13.533471 0.137 0.016 0.067 0.4567
H 6.670131 -14.249246 -15.072163 -0.185 -0.240 1.135 0.0568
H 5.441710 -14.995508 -12.329940 -0.133 0.151 0.425 0.5081
H 6.317578 -16.249241 -13.120904 -0.530 0.690 -0.583 -0.1660
H 3.830411 -14.774590 -14.307064 -0.342 0.096 0.370 0.6698
H 3.854003 -16.502795 -13.663526 0.120 0.869 -0.079 -0.0113
H 6.403626 -16.134677 -16.238519 0.070 -0.473 0.147 -0.1463
H 2.842507 -15.953772 -17.222011 0.288 0.144 0.003 0.4466
H 4.210768 -16.167438 -18.286455 -0.025 0.360 0.067 0.4027
H 3.588991 -13.606282 -16.613533 0.096 -0.104 0.414 0.1952
H 2.978496 -13.736824 -18.173560 0.608 -0.789 0.146 0.4467
H 5.462373 -13.804572 -19.034026 -0.587 0.847 1.403 0.2627
H 5.860603 -13.200073 -17.379704 -0.294 -0.083 -0.282 0.1329
H 3.927012 -11.776652 -19.338047 -0.035 -0.198 0.401 0.3461
H 5.551151 -11.353058 -18.992420 0.615 0.265 -0.045 0.3981
H 4.380948 -11.223833 -17.708848 -0.291 0.385 0.390 0.3398
O 4.946077 -18.759183 -10.659682 0.159 0.333 0.221 -0.5061
S 4.032189 -19.438530 -9.684210 -0.841 -0.621 0.838 1.0138
C 2.680192 -18.269273 -9.254252 -0.342 0.445 1.125 0.3039
C 2.132356 -18.218802 -7.929829 0.788 0.306 -1.916 -0.4863
C 1.142332 -17.281522 -7.667892 -0.518 -0.631 1.555 -0.4760
C 0.554156 -16.520090 -8.659683 0.294 -0.352 -0.920 -0.4571
C 1.018190 -16.661423 -9.971741 0.057 0.054 -0.077 -0.4986
C 2.131402 -17.464368 -10.257205 0.499 -0.309 0.452 -0.5489
C 4.890436 -19.469740 -8.089189 0.631 1.550 0.472 -0.0887
C 5.112874 -20.587242 -7.306429 0.353 -0.256 -0.016 -0.2411
C 5.912154 -20.479082 -6.151707 -0.734 0.346 -0.662 -0.5180
C 6.355039 -19.241758 -5.724926 0.483 0.060 0.580 -0.3586
C 6.224547 -18.115699 -6.540694 -0.265 0.339 -0.466 -0.6813
C 5.478559 -18.242168 -7.716236 0.123 -0.347 -0.220 -0.1914
H 2.565506 -18.865757 -7.187162 -0.145 0.035 0.371 0.4521
H 0.717230 -17.204950 -6.639149 0.563 -0.090 -0.859 0.2963
H -0.274201 -15.872300 -8.399023 0.059 0.003 -0.217 0.3852
H 0.508521 -16.181350 -10.807602 0.242 0.184 0.309 0.3868
H 2.651924 -17.443840 -11.216016 -0.532 -0.124 0.012 0.4679
H 4.706025 -21.548054 -7.584836 -0.003 -0.129 -0.126 0.4850
H 6.201741 -21.357922 -5.610738 -0.273 -0.315 0.335 0.4296
H 6.805746 -19.177710 -4.718890 0.097 0.078 -0.813 0.3460
H 6.739181 -17.170003 -6.284484 -0.628 -0.613 -0.098 0.3675
H 5.323846 -17.455690 -8.455658 0.322 0.246 0.505 0.3231
```
Forces are in eV/Å.